Record 1
Computed, not measured: a structure of composition C21H50CuN6O4SSb at a distorted geometry, with ωB97M-V/def2-TZVPD.

Last column: Mulliken charge in e.
Positions of all 84 atoms, in Å:
Cu (-1.8480, -0.1779, 0.0000)  0.559
C (-1.5264, 0.8748, 5.0584)  -1.068
N (-2.1023, -0.2499, 4.3525)  0.072
C (-2.1835, -1.4739, 5.1425)  -1.075
C (-1.9345, -0.2948, 2.9857)  -0.107
N (-1.3760, 0.5946, 2.2591)  0.004
N (-2.4913, -1.4506, 2.3817)  -0.197
C (-2.2140, -1.7410, 1.0155)  1.482
N (-3.2751, -2.4206, 0.3722)  -0.482
N (-0.9504, -1.6662, 0.5887)  -0.632
H (-1.9022, 0.8713, 6.0797)  0.299
H (-1.8297, 1.8112, 4.5915)  0.372
H (-0.4304, 0.8294, 5.0920)  0.317
H (-2.7360, -1.2705, 6.0588)  0.375
H (-1.1860, -1.8414, 5.4109)  0.296
H (-2.6907, -2.2587, 4.5936)  0.354
H (-0.9141, 1.3287, 2.7797)  0.014
H (-3.4498, -1.6267, 2.6414)  0.365
H (-3.7992, -3.0446, 0.9682)  0.213
H (-2.9782, -2.8565, -0.4887)  0.283
H (-0.9018, -1.9712, -0.3964)  0.100
C (-3.5475, 0.4734, -4.9461)  -1.092
N (-2.5784, -0.1765, -4.0749)  0.318
C (-1.1772, 0.1438, -4.3122)  -0.618
C (-2.9434, -0.7759, -2.9282)  0.496
C (-4.4137, -0.9538, -2.6561)  -1.512
O (-2.1020, -1.2216, -2.1417)  -0.759
H (-3.0462, 0.7542, -5.8694)  0.411
H (-3.9491, 1.3723, -4.4712)  0.278
H (-4.3651, -0.1999, -5.1967)  0.362
H (-0.8336, -0.3261, -5.2349)  0.431
H (-0.5884, -0.2090, -3.4732)  -0.281
H (-1.0593, 1.2271, -4.3866)  0.434
H (-4.8132, -1.7639, -3.2700)  0.444
H (-4.9685, -0.0412, -2.8672)  0.411
H (-4.5282, -1.1989, -1.6036)  0.228
C (-2.7305, 3.3245, 0.1144)  -1.173
S (-2.6692, 1.7949, -0.7598)  1.666
O (-3.4900, 0.8643, 0.0840)  -0.727
O (-3.2628, 2.0291, -2.0590)  -0.706
O (-1.2202, 1.4369, -0.8556)  -0.188
H (-3.7658, 3.6580, 0.1054)  0.433
H (-2.0863, 4.0430, -0.3882)  0.349
H (-2.3946, 3.1394, 1.1338)  0.179
C (4.2395, -0.1275, 2.0007)  -1.671
C (2.7299, 0.0739, 1.9907)  1.864
C (2.0518, -1.0193, 2.8244)  -1.757
C (2.3968, 1.4329, 2.6090)  -1.936
Sb (1.6503, 0.0148, 0.0259)  0.779
C (2.5227, 1.7614, -1.0957)  1.796
C (4.0362, 1.8901, -1.1804)  -1.710
C (1.9133, 1.6651, -2.4968)  -1.726
C (1.9258, 3.0024, -0.4270)  -1.883
C (2.5651, -1.7884, -0.9762)  1.651
C (4.0857, -1.8393, -1.0709)  -1.554
C (2.0762, -3.0117, -0.1967)  -1.726
C (1.9632, -1.8442, -2.3814)  -1.742
H (4.6269, 0.0307, 3.0169)  0.455
H (4.7512, 0.5688, 1.3374)  0.195
H (4.5072, -1.1397, 1.7045)  0.297
H (2.3434, -0.9292, 3.8799)  0.537
H (2.3419, -2.0142, 2.4861)  0.182
H (0.9620, -0.9569, 2.7504)  0.278
H (2.5833, 1.4152, 3.6912)  0.522
H (1.3492, 1.7062, 2.4472)  0.245
H (3.0182, 2.2219, 2.1847)  0.317
H (4.4905, 1.0339, -1.6767)  0.294
H (4.4878, 1.9928, -0.1929)  0.231
H (4.3032, 2.7842, -1.7619)  0.447
H (2.3320, 0.8392, -3.0688)  0.277
H (2.1129, 2.5884, -3.0580)  0.557
H (0.8282, 1.5393, -2.4334)  0.038
H (2.3437, 3.1837, 0.5612)  0.265
H (0.8405, 2.9016, -0.3293)  0.189
H (2.1266, 3.8901, -1.0418)  0.514
H (4.5471, -1.9537, -0.0938)  0.270
H (4.5009, -0.9497, -1.5403)  0.176
H (4.3862, -2.7043, -1.6792)  0.446
H (2.5467, -3.0765, 0.7851)  0.309
H (2.3269, -3.9266, -0.7498)  0.500
H (0.9966, -2.9929, -0.0427)  0.127
H (2.3909, -1.0865, -3.0351)  0.328
H (0.8759, -1.7146, -2.3612)  0.194
H (2.1764, -2.8212, -2.8352)  0.504

Summary:
HOMO   -6.9 eV
Energy relative to the best compared isomer or geometry (same formula, charge and spin)   281.50 kJ/mol
Largest force on an atom   2.72 eV/A

=====

Record 2
Computed, not measured: a structure of composition C21H50F2N7O10S2V at a distorted geometry, with ωB97M-V/def2-TZVPD.

Last column: Mulliken charge in e.
Positions of all 93 atoms, in Å:
O (-0.0844, -0.6300, -0.2308)  0.134
V (-0.4300, 0.5977, 0.6773)  0.880
N (-1.3051, 1.8801, -0.7835)  0.131
S (-1.2040, 1.9575, -2.4835)  0.739
O (-1.3013, 3.2085, -3.1636)  -0.520
O (-1.5553, 0.6322, -3.1372)  -0.470
F (0.3893, 1.8964, -2.4053)  -0.269
S (-2.3837, 3.0717, -0.7027)  0.718
O (-3.6589, 2.9523, -1.4298)  -0.596
O (-1.8177, 4.4131, -0.5469)  -0.604
F (-2.8683, 2.8622, 0.8174)  -0.216
C (5.1535, -2.7766, -5.0407)  -1.398
C (3.7308, -3.2493, -5.3197)  -0.284
N (2.6829, -2.3046, -4.8568)  0.027
C (2.6504, -2.2494, -3.4028)  -0.624
C (1.7011, -1.2391, -2.6965)  -0.634
C (1.2587, -2.5714, -5.3439)  -0.125
C (1.0491, -2.8212, -6.7572)  -1.529
H (5.9665, -3.2926, -5.5516)  0.452
H (5.4414, -2.8644, -3.9931)  0.305
H (5.4590, -1.8049, -5.4287)  0.347
H (3.7148, -3.3740, -6.4024)  0.333
H (3.5813, -4.2563, -4.9303)  0.309
H (3.5901, -1.8835, -2.9890)  0.400
H (2.4301, -3.2240, -2.9673)  0.350
H (2.0105, -1.1574, -1.6545)  0.353
H (0.6523, -1.4032, -2.9438)  -0.332
H (1.9421, -0.2265, -3.0201)  0.383
H (0.9366, -3.4182, -4.7378)  0.343
H (0.5862, -1.7508, -5.0939)  0.205
H (1.2301, -1.9303, -7.3586)  0.342
H (1.7868, -3.4854, -7.2077)  0.362
H (0.1020, -3.2919, -7.0210)  0.387
C (-3.5216, -0.2649, 1.7781)  0.175
O (-2.3316, -0.0603, 1.5421)  -0.690
N (-4.1501, 0.2298, 2.8371)  0.226
C (-5.5376, -0.0387, 3.0923)  -0.889
C (-3.5346, 1.2070, 3.7519)  -0.578
H (-4.2123, -0.8538, 1.1549)  0.255
H (-5.4446, -0.4471, 4.0986)  0.357
H (-6.0066, -0.7500, 2.4124)  0.300
H (-6.1370, 0.8700, 3.1483)  0.296
H (-3.6336, 0.7065, 4.7151)  0.488
H (-2.4673, 1.3240, 3.5641)  -0.354
H (-4.0394, 2.1727, 3.7228)  0.336
C (2.5798, 2.0779, 0.7976)  -0.198
O (1.6825, 1.3232, 0.5036)  -0.530
N (2.4462, 3.4479, 0.7183)  0.404
C (3.6002, 4.2406, 0.9663)  -1.045
C (1.2959, 4.1260, 0.1067)  -0.870
H (3.5536, 1.7157, 1.1620)  0.403
H (3.9675, 4.5674, -0.0066)  0.387
H (4.4245, 3.7687, 1.5010)  0.346
H (3.2881, 5.1525, 1.4754)  0.334
H (1.6705, 4.8160, -0.6494)  0.530
H (0.6191, 3.4213, -0.3764)  0.035
H (0.7704, 4.6772, 0.8864)  0.237
C (-0.6498, 3.1075, 2.9142)  -0.143
O (-0.5314, 2.1554, 2.1943)  0.911
N (0.2126, 3.2421, 3.9187)  0.291
C (0.2817, 4.4978, 4.5942)  -0.996
C (1.3280, 2.4029, 4.2236)  -0.600
H (-1.2911, 3.9970, 2.8154)  0.273
H (-0.6484, 5.0271, 4.3869)  0.360
H (1.1021, 5.1384, 4.2708)  0.336
H (0.3903, 4.6113, 5.6728)  0.336
H (2.3432, 2.7085, 3.9702)  0.351
H (1.3761, 1.9746, 5.2248)  0.336
H (1.1319, 1.5629, 3.5573)  -0.133
C (-2.0678, -3.4354, -0.8919)  -0.057
O (-0.9192, -3.2097, -0.4260)  -0.628
N (-2.5339, -3.3379, -2.1497)  0.320
C (-3.9831, -3.5040, -2.2902)  -0.965
C (-1.6301, -3.2139, -3.2993)  -0.650
H (-2.8969, -3.6357, -0.1957)  0.363
H (-4.2498, -4.5290, -2.5475)  0.358
H (-4.3692, -2.6985, -2.9150)  0.320
H (-4.4576, -3.4358, -1.3113)  0.309
H (-2.0901, -2.4772, -3.9579)  0.390
H (-0.6159, -2.8407, -3.1572)  -0.190
H (-1.6236, -4.1614, -3.8381)  0.443
C (1.0666, -1.1132, 3.0921)  0.092
O (0.2940, -0.5551, 2.2915)  -0.862
N (0.7055, -1.1580, 4.3891)  0.216
C (1.0950, -2.2980, 5.2919)  -0.912
C (-0.4350, -0.4326, 4.9768)  -0.595
H (2.0310, -1.5868, 2.8519)  0.424
H (1.7802, -2.8994, 4.6945)  0.353
H (0.1688, -2.8643, 5.3900)  0.355
H (1.4004, -2.0237, 6.3016)  0.267
H (-0.2970, -0.1759, 6.0271)  0.352
H (-0.4187, 0.4894, 4.3955)  -0.375
H (-1.3180, -1.0257, 4.7385)  0.493

Summary:
Total charge   +1
HOMO (alpha / beta)   -9.5 / -9.5 eV
Energy relative to the best compared isomer or geometry (same formula, charge and spin)   426.43 kJ/mol
2S+1   2
⟨S²⟩   0.79
Largest force on an atom   8.20 eV/A

=====

Record 3
Computed, not measured: a structure of composition C21H50FInN4O7PS at a distorted geometry, with ωB97M-V/def2-TZVPD.

Last column: Mulliken charge in e.
Positions of all 86 atoms, in Å:
C (-2.0857, 3.8351, 2.6059)  -1.420
C (-1.4658, 2.5528, 2.0048)  0.211
C (0.1030, 2.4938, 2.1459)  -1.060
In (0.7642, 0.9403, 0.6277)  1.058
C (-0.4254, -0.9304, 1.1593)  -1.120
C (-0.9743, -1.6921, -0.0862)  0.114
C (-2.1218, -0.9581, -0.8164)  0.084
F (-3.1009, -1.9303, -1.1348)  -0.402
C (-0.0436, 1.6500, -1.3614)  -1.149
S (0.5406, 3.3461, -1.8110)  -0.146
C (0.6211, 3.2981, -3.6717)  -0.357
C (2.0222, 3.8383, -4.0880)  -1.012
P (3.2769, 0.5483, 0.6355)  0.491
O (4.1077, 1.7534, 1.0370)  -0.723
O (3.7386, -0.7441, 1.6423)  -0.524
O (3.8335, 0.0857, -0.9133)  -0.511
H (-1.6701, 4.7650, 2.1929)  0.327
H (-1.9755, 3.8755, 3.7005)  0.315
H (-3.1687, 3.8237, 2.3666)  0.388
H (-1.6652, 2.4653, 0.9210)  0.025
H (-1.8555, 1.6608, 2.5185)  0.141
H (0.3475, 2.1892, 3.1772)  0.380
H (0.5694, 3.4660, 1.9205)  0.337
H (0.2278, -1.6378, 1.6989)  0.378
H (-1.2795, -0.6199, 1.7840)  0.231
H (-0.1906, -1.9170, -0.8301)  0.178
H (-1.3867, -2.6568, 0.2680)  -0.116
H (-2.6352, -0.2018, -0.2114)  0.128
H (-1.7867, -0.5620, -1.7830)  0.080
H (0.2447, 0.9294, -2.1463)  0.390
H (-1.1463, 1.7152, -1.3274)  0.308
H (-0.2202, 3.8704, -4.0892)  0.301
H (0.5072, 2.2488, -3.9791)  0.197
H (2.3944, 3.4254, -5.0385)  0.203
H (1.9914, 4.9401, -4.0954)  0.241
H (2.7194, 3.5642, -3.2811)  0.423
H (4.6507, -0.9071, 1.3912)  0.298
H (3.3683, -0.7397, -1.0792)  0.296
C (-5.0822, -5.5162, 0.4819)  0.000
O (-5.3871, -6.6928, 0.5127)  -0.633
N (-5.5265, -4.5733, 1.3393)  0.165
C (-5.1061, -3.1883, 1.2297)  -0.764
C (-6.4440, -4.9600, 2.3936)  -1.002
H (-4.3897, -5.1146, -0.2749)  0.415
H (-4.6020, -2.8885, 2.1513)  0.360
H (-5.9823, -2.5545, 1.0738)  0.384
H (-4.4224, -3.0595, 0.3926)  0.094
H (-5.9769, -5.7173, 3.0261)  0.288
H (-7.3476, -5.3875, 1.9543)  0.291
H (-6.7064, -4.0938, 2.9965)  0.408
C (3.8581, 1.9641, 5.9105)  0.073
O (2.8797, 1.4832, 5.3858)  -0.519
N (4.6757, 2.8827, 5.3453)  0.177
C (5.8245, 3.4113, 6.0461)  -0.940
C (4.3930, 3.3533, 3.9952)  -0.841
H (4.1687, 1.6821, 6.9317)  0.222
H (5.7231, 4.4951, 6.1475)  0.320
H (6.7318, 3.1863, 5.4799)  0.326
H (5.9062, 2.9683, 7.0382)  0.304
H (3.4012, 3.8085, 3.9704)  0.274
H (4.4031, 2.5121, 3.2998)  0.285
H (5.1382, 4.0854, 3.6902)  0.343
C (0.0124, -5.7339, 3.4991)  0.080
O (-0.7262, -5.0836, 4.2051)  -0.574
N (-0.2769, -6.1385, 2.2404)  0.194
C (0.6521, -6.9205, 1.4519)  -0.927
C (-1.5598, -5.7740, 1.6680)  -0.944
H (1.0083, -6.0600, 3.8405)  0.275
H (0.9047, -6.3750, 0.5399)  0.316
H (0.1907, -7.8745, 1.1852)  0.317
H (1.5644, -7.1123, 2.0143)  0.310
H (-1.6502, -4.6862, 1.6436)  0.183
H (-2.3627, -6.1743, 2.2900)  0.316
H (-1.6488, -6.1704, 0.6588)  0.439
C (1.2945, 2.0392, -8.2861)  0.102
O (0.7432, 0.9602, -8.3014)  -0.587
N (0.6631, 3.2296, -8.1650)  0.136
C (1.3855, 4.4856, -8.1572)  -0.968
C (-0.7826, 3.2432, -8.0391)  -0.987
H (2.3886, 2.1368, -8.3744)  0.295
H (1.1924, 5.0038, -7.2153)  0.339
H (1.0397, 5.1037, -8.9895)  0.365
H (2.4561, 4.3158, -8.2582)  0.308
H (-1.0776, 2.6754, -7.1552)  0.298
H (-1.2306, 2.7733, -8.9166)  0.313
H (-1.1408, 4.2665, -7.9505)  0.388

Summary:
Total charge   -1
HOMO   -5.0 eV
Energy relative to the best compared isomer or geometry (same formula, charge and spin)   98.52 kJ/mol
Largest force on an atom   2.43 eV/A

=====

Record 4
Computed, not measured: a cluster of 3 separate species, C21H50O8P2Si in total at a distorted geometry, with ωB97M-V/def2-TZVPD.

Last column: Mulliken charge in e.
Positions of all 82 atoms, in Å:
C (-1.3650, -3.3653, -2.5909)  -0.845
C (0.1262, -3.0030, -2.0062)  0.578
O (1.1779, -3.5365, -2.6549)  -0.471
O (0.4030, -2.1554, -0.8345)  -0.317
C (0.9581, -0.8430, -1.2262)  -0.424
C (2.6053, -0.8860, -1.4681)  -0.286
C (3.3153, -1.4070, -0.0866)  -0.391
Si (4.8059, -2.6014, -0.3261)  0.138
O (6.0352, -2.0512, -1.4519)  -0.166
C (5.5557, -2.0017, -2.8400)  -0.225
C (6.9219, -1.7728, -3.7781)  -0.160
C (7.9254, -3.0681, -3.4815)  -0.776
O (7.6379, -0.5684, -3.3294)  -0.569
P (5.8281, -2.6799, 1.6673)  0.231
C (5.5373, -1.0130, 2.5653)  -0.925
O (7.5490, -2.7665, 1.3048)  -0.563
P (4.0495, -4.6321, -0.6776)  0.949
O (3.7965, -5.0090, -2.1908)  -0.646
O (2.5058, -4.8807, 0.1506)  -0.486
O (5.2675, -5.7431, -0.0743)  -0.529
H (-1.6136, -4.4868, -2.2683)  0.291
H (-1.2681, -3.3541, -3.7753)  0.297
H (-2.1520, -2.5971, -2.1875)  0.243
H (0.3736, -0.5103, -2.2010)  0.304
H (0.6754, -0.0492, -0.3833)  -0.066
H (2.9383, 0.2529, -1.6024)  0.317
H (2.8346, -1.5275, -2.4209)  0.209
H (2.5496, -1.9641, 0.6398)  0.264
H (3.7034, -0.4709, 0.5346)  0.233
H (4.8625, -1.0828, -3.0914)  0.098
H (5.0719, -2.9894, -3.2388)  0.390
H (6.6553, -1.7484, -4.9373)  0.347
H (7.2986, -4.0772, -3.4357)  0.242
H (8.4345, -2.9758, -2.4102)  0.131
H (8.7317, -3.2036, -4.3469)  0.289
H (8.1620, -0.7722, -2.4837)  0.375
H (6.3945, -0.8825, 3.3690)  0.344
H (5.6453, -0.0818, 1.8357)  0.235
H (4.5000, -1.0341, 3.1255)  0.286
H (7.6738, -3.4511, 0.5580)  0.333
H (2.5387, -4.4000, 1.0291)  0.342
H (5.0981, -5.7566, 0.9257)  0.348
C (-3.4330, 4.8433, -2.3095)  -1.276
C (-3.0169, 4.6688, -0.8571)  0.266
C (-1.5697, 4.1955, -0.6944)  -0.895
C (-1.2559, 2.8201, -1.2946)  -0.575
C (-2.1082, 1.6642, -0.7653)  -0.208
C (-1.9295, 1.4186, 0.7252)  -1.322
H (-3.3974, 3.8975, -2.8562)  0.287
H (-4.4593, 5.2195, -2.3636)  0.399
H (-2.7820, 5.5621, -2.8179)  0.304
H (-3.7047, 3.9783, -0.3573)  -0.302
H (-3.1246, 5.6337, -0.3465)  0.395
H (-1.3198, 4.1928, 0.3728)  0.317
H (-0.9017, 4.9336, -1.1565)  0.401
H (-0.1985, 2.5958, -1.1079)  0.272
H (-1.3647, 2.8658, -2.3846)  0.359
H (-1.8267, 0.7510, -1.3037)  0.180
H (-3.1672, 1.8352, -0.9850)  0.387
H (-0.8827, 1.2043, 0.9625)  0.405
H (-2.5295, 0.5576, 1.0386)  0.313
H (-2.2502, 2.2797, 1.3181)  0.362
C (-5.1771, 1.3582, 5.5318)  -1.133
C (-6.4856, 1.8632, 4.9439)  -0.333
C (-6.9949, 1.0107, 3.7783)  -0.831
C (-6.0791, 0.9614, 2.5498)  -0.851
C (-5.7455, 2.3189, 1.9262)  0.585
C (-6.9672, 3.0523, 1.3937)  -1.394
H (-4.3657, 1.3927, 4.8002)  0.242
H (-4.8830, 1.9801, 6.3830)  0.369
H (-5.2808, 0.3273, 5.8858)  0.293
H (-6.3715, 2.9076, 4.6340)  0.235
H (-7.2464, 1.8583, 5.7342)  0.367
H (-7.9837, 1.3785, 3.4809)  0.319
H (-7.1515, -0.0162, 4.1327)  0.390
H (-6.5550, 0.3293, 1.7902)  0.420
H (-5.1421, 0.4575, 2.8149)  0.310
H (-5.0485, 2.1567, 1.0950)  -0.355
H (-5.2206, 2.9546, 2.6467)  0.289
H (-7.4854, 2.4512, 0.6400)  0.317
H (-6.6645, 3.9943, 0.9240)  0.383
H (-7.6746, 3.2924, 2.1923)  0.344

Summary:
SMILES   CC(=O)OCCC[Si@@](OC[C@H](C)O)(P(C)O)P(=O)(O)O.CCCCCC.CCCCCC
HOMO   -8.5 eV
Energy relative to the best compared isomer or geometry (same formula, charge and spin)   379.51 kJ/mol
Largest force on an atom   8.57 eV/A

=====

no.,total energy (a.u.)
1,-3738.53741
2,-3905.67133
3,-2605.47372
4,-2404.16316